15
Properties=species:S:1:pos:R:3 method="wB97M-V/def2-TZVPD" e_tot_ha=-1194.9821 lumo_energy_ev=-0.6 homo_ev=-8.67 gap_ev=8.1 de_lowest_ev=2.522 max_force_ev_per_a=3.94
C -0.4424 -0.9288 -2.0337
C -0.1765 0.0511 -1.0925
C 0.1122 -2.1582 -1.7990
C 0.6172 -0.4592 -0.1949
C -0.3948 0.8054 2.2343
N -0.6200 1.9752 1.5127
O 2.4953 0.2379 0.7915
O -0.8167 0.6317 3.3685
S 1.3584 -2.0837 -0.6004
S 1.1644 -0.1781 1.3648
H -1.1724 -0.6596 -2.7379
H -0.4670 1.1432 -1.1289
H -0.3101 -3.1674 -2.0197
H -1.2896 2.7327 1.7167
H -0.0578 2.0577 0.6185